Here is a 2-piece molecular cluster, C3H6NOS overall from the Open Molecules 2025 dataset. Energies are from ωB97M-V/def2-TZVPD.

Summary:
* <S²>: 2.011
* E_tot: -17569.765 eV
* orbital gap (alpha / beta): 0.2640 / 0.3106 hartree
* multiplicity: 3
* net charge: +1
* HOMO energy (alpha / beta): -12.32 / -14.78 eV
* energy above the lowest of the compared OMol25 structures with the same formula, charge and spin: 0.00 kJ/mol
* F_max: 3.86 eV/Å

Geometry as XYZ:
```
12
Properties=species:S:1:pos:R:3:forces:R:3
S 0.981918 0.487665 -0.651782 0.42 0.00 0.03
O -3.166418 3.045143 0.392963 1.17 -0.85 0.18
N 1.152037 -0.956414 -0.084514 -0.93 2.20 -0.50
C -1.702042 1.058578 0.540007 1.78 -2.82 -0.40
C 2.166472 -1.800287 -0.522477 1.04 -3.40 -0.43
C -2.462107 2.164718 0.459278 -2.80 2.47 -0.98
H 3.010771 -1.747720 0.163800 0.17 0.01 0.14
H 1.765969 -2.879223 -0.433056 0.84 1.53 -0.51
H -0.584416 1.203198 0.156511 -1.27 0.10 0.64
H -1.703652 0.828633 1.609822 0.31 -0.36 0.10
H -2.023686 0.148102 -0.086980 -0.07 1.54 0.89
H 2.565154 -1.552393 -1.543573 -0.65 -0.43 0.84
```
Positions in Å, forces in eV/Å.

Here is C4H6NaO7 as an isolated structure from the Open Molecules 2025 dataset. Energies are from ωB97M-V/def2-TZVPD.

Summary:
* E_tot: -22995.212 eV
* orbital gap: 0.0983 hartree
* net charge: -1
* HOMO energy: -1.81 eV
* energy above the lowest of the compared OMol25 structures with the same formula, charge and spin: 139.39 kJ/mol
* F_max: 1.61 eV/Å

Geometry as XYZ:
```
18
Properties=species:S:1:pos:R:3:forces:R:3
Na -4.034955 0.496267 -2.818088 0.63 -0.23 0.59
O -1.665646 -0.153897 0.253002 -0.13 -0.08 0.19
O -3.040071 -0.905117 -1.298577 -0.45 0.28 -0.08
O 2.229335 -2.550929 -2.214398 0.06 0.03 0.09
O 2.836408 -1.118693 0.341778 -0.49 0.24 0.46
O -2.595516 1.279404 -1.215183 -0.33 0.65 -0.24
O 2.178261 1.031267 0.253000 -0.42 0.21 -0.21
O 0.951664 -0.585592 1.247112 -0.59 -0.25 0.29
C 0.047581 0.371103 1.813108 0.20 -0.12 -0.26
C -2.480349 0.101388 -0.803375 0.32 -0.65 -0.10
C 1.968192 -0.128166 0.531749 1.54 -0.10 0.46
C -0.914741 0.925573 0.791191 -0.07 0.35 -0.27
H 0.613970 1.192399 2.270476 -0.09 -0.09 -0.14
H -0.379979 1.452214 -0.008785 -0.09 -0.15 0.24
H 3.583109 -0.781113 -0.169077 -0.35 -0.17 -0.42
H 2.767915 -2.089059 -2.862300 0.11 0.08 -0.26
H -0.486474 -0.181035 2.594028 0.09 0.06 -0.21
H -1.578703 1.643989 1.294336 0.06 -0.07 -0.11
```
Positions in Å, forces in eV/Å.

Here is a 16-piece molecular cluster, C3H40N2O15S overall from the Open Molecules 2025 dataset. Energies are from ωB97M-V/def2-TZVPD.

Summary:
* E_tot: -48292.159 eV
* orbital gap: 0.3421 hartree
* HOMO energy: -9.19 eV
* energy above the lowest of the compared OMol25 structures with the same formula, charge and spin: 0.00 kJ/mol
* F_max: 2.29 eV/Å

Geometry as XYZ:
```
61
Properties=species:S:1:pos:R:3:forces:R:3
S -3.504423 -2.414036 0.624053 -0.03 -0.06 0.23
O -1.970859 2.640254 -3.633152 1.35 0.01 0.03
O 1.747468 -2.648481 -1.221058 -0.18 0.07 0.49
O 4.157372 -2.529204 2.417969 0.41 -0.03 -0.34
O 0.214599 1.220491 3.531282 -0.30 0.59 -0.34
O -0.307574 3.415426 2.113183 -0.56 -0.47 -0.43
O 4.674413 0.032976 3.089849 -0.05 -0.11 -1.08
O -0.542432 -4.046898 -1.864956 -0.19 0.04 0.07
O -0.107764 -1.452942 3.235211 0.07 0.06 0.05
O 2.397839 0.850865 1.973582 -0.29 0.26 -0.11
O -0.214639 0.468434 -3.870348 0.87 0.41 -2.08
O 0.215113 -2.288902 -3.796585 0.51 1.17 -0.11
O 1.828831 -1.744680 1.407559 0.07 0.18 0.01
O -2.783533 3.121526 0.905617 -0.19 0.12 -0.34
O -3.653660 2.395224 -1.565460 0.11 -0.22 0.09
O 1.870698 3.044606 0.439024 -0.45 -0.45 0.00
N -1.847363 -1.410436 -1.869246 0.14 -0.05 -0.37
N 0.523075 0.302694 -1.340979 0.21 0.52 -0.20
C -2.674699 -0.820034 0.346713 0.16 -0.50 0.16
C -1.454248 -0.940448 -0.544317 -0.12 0.99 -0.88
C -0.727894 0.409131 -0.580956 0.31 0.00 0.08
H 3.278681 0.692913 2.393097 -0.11 0.05 0.22
H -3.048170 2.576956 -2.320842 -0.07 0.04 -0.09
H 0.966280 -0.589360 -1.186733 0.24 -0.51 0.17
H -1.011066 -1.773537 3.257382 -0.14 0.00 0.00
H -0.126963 2.009868 2.978408 0.29 -0.24 0.53
H 0.417991 3.350240 1.446049 -0.51 0.26 0.14
H -3.669442 1.430930 -1.521735 -0.20 0.15 0.02
H 0.151069 0.424048 -2.939283 0.47 0.13 0.55
H 1.720660 1.006448 2.674553 0.39 -0.16 -0.06
H -3.399367 3.817388 1.173883 0.14 -0.23 -0.12
H 1.101122 -1.906952 2.047852 0.06 0.18 -0.12
H -2.378548 -0.432762 1.317013 0.06 -0.15 0.24
H -1.185137 3.372526 1.630552 0.92 0.02 0.26
H -0.123969 -0.475209 3.326549 -0.16 -0.27 0.04
H 1.018301 -3.310245 -1.326627 0.38 0.35 0.35
H -1.237835 -3.516639 -1.435783 0.20 -0.25 -0.31
H -0.442360 -3.610529 -2.736049 -0.21 -0.20 0.27
H 0.265938 1.514760 4.447877 -0.06 0.06 -0.13
H -0.527911 0.743828 0.432739 0.00 0.04 0.37
H 4.677575 -2.910984 1.694452 -0.18 0.08 0.30
H 1.195949 1.019970 -1.061101 -0.33 -0.12 -0.04
H -2.526176 -0.801245 -2.330444 0.29 -0.10 0.21
H 2.039144 -0.782613 1.509848 -0.25 -0.28 -0.08
H 2.544847 3.724169 0.508074 0.16 -0.17 0.17
H -3.015411 2.908947 -0.040778 0.00 0.14 0.57
H -3.384884 -0.088180 -0.023322 -0.13 0.08 -0.35
H -1.344734 1.178512 -1.047780 -0.17 -0.01 -0.03
H 2.103038 2.270029 1.015941 0.48 0.45 -0.31
H 1.833795 -2.440207 -0.252349 -0.24 -0.31 -0.92
H -1.461963 1.765505 -3.713304 -0.25 1.52 -0.05
H -3.333527 -2.935680 -0.604381 0.01 0.27 0.05
H -0.731924 -1.666121 -0.189788 0.01 -0.29 0.54
H -0.031120 -1.345105 -4.013600 0.31 -1.03 0.01
H 4.762917 0.022229 4.029552 0.11 -0.02 0.95
H 4.594660 -0.916730 2.813625 0.10 0.11 0.22
H 3.284414 -2.304518 2.017362 -0.07 -0.25 0.03
H 0.526078 0.701558 -4.510346 -1.36 -0.33 1.38
H -1.312956 3.385252 -3.556136 -0.87 -1.46 -0.17
H 0.999800 -2.193751 -3.214292 -0.33 -0.11 -0.30
H -1.029113 -1.521273 -2.487120 -0.80 0.02 0.52
```
Positions in Å, forces in eV/Å.

Here is a 4-piece molecular cluster, C7H19N3O8 overall from the Open Molecules 2025 dataset. Energies are from ωB97M-V/def2-TZVPD.

Summary:
* E_tot: -28406.662 eV
* orbital gap: 0.3226 hartree
* HOMO energy: -9.19 eV
* energy above the lowest of the compared OMol25 structures with the same formula, charge and spin: 77.67 kJ/mol
* SMILES: C[N+](=O)[O-].C[N+](=O)[O-].C[N+](=O)[O-].COCCOC
* F_max: 3.12 eV/Å

Geometry as XYZ:
```
37
Properties=species:S:1:pos:R:3:forces:R:3
O -0.257609 0.334155 -0.134494 0.29 -0.64 1.41
O -2.249039 -0.441385 7.009926 1.44 0.63 -2.69
O -2.959029 -0.902535 -4.158694 1.29 0.40 0.66
O -0.966349 1.329275 -4.187934 -0.99 0.68 -0.64
O 2.960381 0.122965 0.428736 2.58 1.10 0.39
O -2.177809 -0.153225 4.811016 -0.46 -0.20 0.93
O -1.030599 -1.638225 -0.334674 0.40 -0.12 1.21
O 4.449811 1.728805 0.654686 -0.20 -0.32 -0.28
N 4.105851 0.574055 0.724136 -2.62 -0.42 0.34
N -1.671109 -0.202295 5.919266 -0.70 -0.05 0.77
N -0.388999 -0.806515 0.299696 -0.74 0.21 -2.11
C -0.198139 0.038315 5.903696 0.74 -0.59 0.93
C -3.216499 0.432635 -3.686224 0.75 -0.02 -0.60
C -2.009629 1.287975 -3.217794 0.47 -1.76 -0.03
C 0.372341 -1.258545 1.503566 -0.16 0.86 0.48
C 5.056991 -0.411465 1.285926 -0.58 -0.40 -0.20
C 0.122231 2.106145 -3.737884 0.07 -0.78 0.13
C -2.046389 -1.697435 -3.362254 -0.74 -0.08 -0.60
H -0.212699 -1.834635 2.220456 -0.34 -0.39 -0.79
H -1.572819 0.784425 -2.355394 -0.08 0.02 0.48
H -0.185069 3.061195 -3.311794 -0.08 0.11 0.05
H 0.229801 -0.770855 6.495486 0.01 0.08 0.06
H -3.937599 0.367985 -2.871404 -0.06 0.22 0.24
H 0.224371 -0.007085 4.899946 -0.59 0.12 0.06
H -2.072189 -2.686385 -3.819874 -0.43 -0.13 0.24
H 4.535921 -0.986825 2.051136 -0.03 0.33 0.10
H 5.917841 0.125305 1.684566 0.02 -0.37 -0.46
H 0.622191 -0.354135 2.058276 0.55 -0.03 -0.45
H 5.154771 -1.109435 0.454426 0.89 0.06 0.13
H 0.067901 0.974015 6.395416 -0.42 0.00 -0.06
H -2.314599 2.279585 -2.883434 -0.26 0.20 -0.24
H -0.983759 -1.460315 -3.414204 -0.02 0.90 -0.10
H 0.622551 1.495115 -2.986604 0.39 0.34 0.37
H -2.352069 -1.719765 -2.316234 -0.03 -0.12 -0.06
H 1.220241 -1.801115 1.085486 -0.01 0.15 0.37
H -3.676669 0.918945 -4.546364 -0.15 0.04 0.07
H 0.815491 2.281295 -4.560574 -0.19 -0.05 -0.08
```
Positions in Å, forces in eV/Å.